(1)
# C9H10

A molecular structure, C9H10 (ωB97M-V/def2-TZVPD, the OMol25 dataset).

Geometry as XYZ:
```
19
Properties=species:S:1:pos:R:3
C -0.755 -0.714 0.938
C -0.803 0.634 0.851
C 0.323 -0.555 2.048
C 0.318 0.974 1.839
C 0.797 -0.737 -1.216
C 0.631 0.721 -1.385
C -1.854 -0.246 -1.411
C -0.589 -0.822 -0.571
C -0.762 0.618 -0.711
H 1.263 -0.982 1.717
H 0.113 -0.898 3.109
H 0.192 1.658 2.670
H 1.304 1.328 1.382
H 1.448 -1.236 -0.419
H 0.897 -1.238 -2.247
H 0.765 1.041 -2.439
H 1.368 1.191 -0.745
H -1.830 -0.373 -2.506
H -2.826 -0.364 -0.906
```

Its LUMO energy is 0.0329 Eh. The multiplicity is 1. The HOMO energy is -7.389 eV. For the relative energy (zero: lowest compared OMol25 entry of this formula, charge and spin), the calculation gives 618.6 kJ/mol. As for the HOMO-LUMO gap: 8.3 eV.

=====

(2)
# C9H10BNO

A single C9H10BNO molecule (ωB97M-V/def2-TZVPD, the OMol25 dataset).

Geometry as XYZ:
```
22
Properties=species:S:1:pos:R:3
B -0.413 1.390 -0.957
C 0.072 -2.290 2.423
C 1.116 -2.455 1.533
C -0.824 -1.233 2.273
C 1.212 -1.686 0.435
C -0.627 -0.295 1.224
C 0.298 -0.657 0.217
C -1.577 1.547 0.004
C -1.610 0.707 1.030
C 0.613 2.207 -3.029
N 0.390 0.150 -0.864
O -0.289 2.262 -1.968
H 0.078 -3.056 3.237
H 1.890 -3.318 1.709
H -1.648 -1.109 3.050
H 1.948 -1.862 -0.229
H -2.270 2.278 -0.282
H -2.461 0.841 1.691
H 1.674 1.903 -2.791
H 0.819 3.217 -3.409
H 0.412 1.411 -3.855
H 1.196 0.049 -1.441
```

Its LUMO energy is 0.0229 Eh. The multiplicity is 1. The HOMO energy is -8.087 eV. For the relative energy (zero: lowest compared OMol25 entry of this formula, charge and spin), the calculation gives 0.0 kJ/mol. As for the HOMO-LUMO gap: 8.7 eV. Its structure (SMILES) is COB1C=Cc2ccccc2N1.

=====

(3)
# C9H10BeN2S

A molecular structure, C9H10BeN2S (ωB97M-V/def2-TZVPD, the OMol25 dataset).

Geometry as XYZ:
```
23
Properties=species:S:1:pos:R:3
C 0.024 -1.195 -1.281
C -1.319 -1.477 -0.833
C -1.236 -2.180 0.392
C 0.137 -2.380 0.715
C 0.930 -1.767 -0.299
Be 0.224 0.171 0.244
C -0.892 1.649 -0.435
C 0.471 1.929 -0.967
C 0.782 2.691 -2.086
N 1.340 1.212 -0.207
H -2.086 -2.491 0.999
H -2.234 -1.205 -1.363
H 0.532 -2.920 1.578
H 2.009 -1.889 -0.429
H 0.311 -0.858 -2.280
H -1.683 1.395 -1.155
H 2.344 1.281 -0.398
H -1.141 2.280 0.443
H -0.050 3.120 -2.645
H 1.833 2.795 -2.384
S -0.438 -0.268 2.721
C -0.052 -0.044 4.261
N 0.193 0.151 5.411
```

Its LUMO energy is 0.2167 Eh. Its total charge is -2. The multiplicity is 1. The HOMO energy is 0.151 eV. For the relative energy (zero: lowest compared OMol25 entry of this formula, charge and spin), the calculation gives 0.0 kJ/mol. As for the HOMO-LUMO gap: 5.7 eV.

=====

(4)
# C9H10ClNO2

A single C9H10ClNO2 molecule (ωB97M-V/def2-TZVPD, the OMol25 dataset).

Geometry as XYZ:
```
23
Properties=species:S:1:pos:R:3
C -1.807 2.545 1.953
C -2.263 1.228 2.199
C -0.989 2.854 0.888
C -1.881 0.290 1.205
C -0.453 1.915 0.079
C -0.942 0.602 0.232
C 0.684 -1.379 -0.209
C 2.287 -2.872 -1.225
C -0.419 -0.361 -0.714
N 0.060 0.178 -1.877
O 0.957 -1.692 0.905
O 1.320 -1.895 -1.335
Cl -1.584 -1.898 -1.041
H -2.140 3.348 2.598
H -2.972 1.023 2.919
H -0.691 3.770 0.680
H -2.456 -0.693 1.228
H 0.385 2.229 -0.633
H 2.632 -2.814 -0.185
H 2.950 -2.802 -1.998
H 1.817 -3.778 -1.511
H 0.744 -0.419 -2.430
H -0.427 0.902 -2.395
```

Its LUMO energy is 0.0255 Eh. The multiplicity is 1. The HOMO energy is -9.318 eV. For the relative energy (zero: lowest compared OMol25 entry of this formula, charge and spin), the calculation gives 194.6 kJ/mol. As for the HOMO-LUMO gap: 10.0 eV. Its structure (SMILES) is COC(=O)[C@@](N)(Cl)c1ccccc1.

=====

(5)
# C9H10ClNO2

A single C9H10ClNO2 molecule (ωB97M-V/def2-TZVPD, the OMol25 dataset).

Geometry as XYZ:
```
23
Properties=species:S:1:pos:R:3
C -0.234 -0.494 -0.204
C -1.817 -0.731 -0.209
C 0.372 0.933 0.028
C -2.878 0.090 -0.608
C -0.168 -1.137 1.143
C -1.667 -0.956 1.331
C 2.399 0.849 -1.567
C 2.782 -0.012 -0.332
C 1.815 1.137 -0.234
N -3.686 0.845 -0.227
O -0.285 1.891 0.323
O -4.650 1.570 -0.164
Cl 2.289 2.600 0.513
H 0.207 -0.982 -1.072
H -1.954 -1.681 -0.846
H 0.238 -2.241 1.051
H 0.497 -0.695 1.940
H -2.002 -0.085 1.871
H -2.289 -1.689 1.844
H 3.080 1.532 -2.048
H 1.822 0.258 -2.301
H 2.396 -1.033 -0.493
H 3.734 0.031 0.260
```

Its LUMO energy is 0.0156 Eh. The multiplicity is 1. The HOMO energy is -9.286 eV. For the relative energy (zero: lowest compared OMol25 entry of this formula, charge and spin), the calculation gives 613.6 kJ/mol. As for the HOMO-LUMO gap: 9.7 eV. Its structure (SMILES) is O=C([C@H]1CC[C@H]1C#[N+][O-])C1(Cl)CC1.

=====

(6)
# C9H10CuN3O2S2Se3Te

A molecular structure, C9H10CuN3O2S2Se3Te (ωB97M-V/def2-TZVPD, the OMol25 dataset).

Geometry as XYZ:
```
31
Properties=species:S:1:pos:R:3
Cu -0.649 0.174 1.871
S -0.195 -2.404 2.980
C 0.914 -1.983 1.785
N 0.936 -0.800 1.203
C 1.854 -0.683 0.183
C 2.030 0.435 -0.626
C 2.996 0.387 -1.615
C 3.781 -0.753 -1.803
C 3.603 -1.873 -1.005
C 2.633 -1.831 -0.014
S 2.140 -3.061 1.121
H 1.412 1.313 -0.473
H 3.144 1.250 -2.253
H 4.534 -0.766 -2.581
H 4.206 -2.760 -1.153
C -2.743 -1.105 -2.154
O -3.374 -0.232 -1.207
C -2.719 -0.107 -0.060
O -1.739 -0.769 0.236
N -3.311 0.818 0.759
N -2.443 1.251 1.792
H -3.381 -1.086 -3.032
H -2.668 -2.113 -1.751
H -1.748 -0.735 -2.394
H -3.663 1.602 0.221
H -2.940 1.309 2.668
H -2.084 2.179 1.541
Se 0.262 1.624 3.520
Se 1.253 3.115 2.039
Te -0.614 4.495 1.052
Se -1.425 3.108 -0.853
```

Its LUMO energy (alpha / beta) is 0.0946 / 0.0661 Eh. Its total charge is -1. The multiplicity is 2. The HOMO energy (alpha / beta) is -3.913 / -3.904 eV. For the relative energy (zero: lowest compared OMol25 entry of this formula, charge and spin), the calculation gives 5.5 kJ/mol. As for the HOMO-LUMO gap (alpha / beta): 6.5 / 5.7 eV.

=====

(7)
# C9H10F3NO

2 unconnected molecules or ions with the total composition C9H10F3NO (ωB97M-V/def2-TZVPD, the OMol25 dataset).

Geometry as XYZ:
```
24
Properties=species:S:1:pos:R:3
C 2.446 1.159 -0.425
C 2.275 0.318 0.588
C 1.328 1.816 -1.004
C 0.891 -0.155 0.929
C 0.065 1.775 -0.527
C -0.276 0.775 0.494
C -2.194 -1.782 -1.800
C -1.560 0.481 0.868
C -2.714 1.299 0.391
N -1.660 -0.541 1.807
O -2.026 -1.885 -0.626
F -2.759 1.126 -0.964
F -3.890 0.931 0.934
F -2.666 2.635 0.681
H 3.508 1.452 -0.722
H 2.990 -0.071 1.249
H 1.687 2.646 -1.766
H 0.660 -0.206 1.938
H -0.572 2.481 -0.928
H -1.410 -2.415 -2.356
H -2.987 -1.100 -2.425
H 0.882 -1.201 0.482
H -2.666 -0.822 1.901
H -1.071 -1.321 1.813
```

Its LUMO energy is 0.0190 Eh. The multiplicity is 1. The HOMO energy is -7.305 eV. For the relative energy (zero: lowest compared OMol25 entry of this formula, charge and spin), the calculation gives 175.8 kJ/mol. As for the HOMO-LUMO gap: 7.8 eV. Its structure (SMILES) is N/C(=C1/C=CC=CC1)C(F)(F)F.C=O.

=====

(8)
# C9H10F4N3O13RbS4

A molecular structure, C9H10F4N3O13RbS4 (ωB97M-V/def2-TZVPD, the OMol25 dataset).

Geometry as XYZ:
```
44
Properties=species:S:1:pos:R:3
Rb 0.206 -1.427 0.846
C 3.224 2.377 -0.714
C 2.278 1.341 -0.530
C 2.321 0.215 -1.656
O 1.581 -0.781 -1.449
C 3.215 0.299 -2.752
C 4.032 1.418 -2.935
C 4.030 2.485 -1.848
O 4.800 3.485 -1.921
O 4.681 1.539 -4.005
O 1.514 1.212 0.448
H 3.188 3.121 0.072
H 3.231 -0.599 -3.353
C -2.735 2.496 -4.245
C -2.024 1.965 -3.037
O -0.865 1.971 -2.858
N -2.920 1.371 -1.980
H -3.816 1.856 -1.900
H -3.204 0.473 -2.394
C -2.267 1.006 -0.662
H -3.095 3.511 -4.072
H -3.531 1.803 -4.532
H -2.080 2.579 -5.110
H -3.109 0.739 -0.029
H -1.761 1.871 -0.238
H -1.516 0.259 -0.862
N -2.235 -0.732 2.134
S -3.787 -1.278 2.379
O -4.884 -0.366 2.132
O -4.059 -2.298 3.363
F -3.753 -2.165 1.003
S -2.195 0.286 3.286
O -2.006 -0.305 4.585
O -2.986 1.488 3.188
F -0.754 0.843 2.861
N 1.711 -2.969 2.459
S 1.521 -3.963 3.780
O 2.076 -3.491 5.029
O 1.518 -5.362 3.488
F -0.040 -3.636 3.942
S 3.257 -3.250 2.234
O 3.539 -4.440 1.470
O 4.181 -2.837 3.259
F 3.516 -2.111 1.126
```

Its LUMO energy is 0.0632 Eh. Its total charge is -2. The multiplicity is 1. The HOMO energy is -1.023 eV. As for the HOMO-LUMO gap: 2.7 eV.

=====

(9)
# C9H10IN

A single C9H10IN molecule (ωB97M-V/def2-TZVPD, the OMol25 dataset).

Geometry as XYZ:
```
21
Properties=species:S:1:pos:R:3
C -1.866 -2.705 0.066
C -2.088 -1.411 0.615
C -0.649 -2.992 -0.462
C -1.157 -0.413 0.478
C 0.357 -2.018 -0.403
C 0.143 -0.757 -0.002
C 1.612 2.800 -0.049
C 0.167 2.599 -0.472
C 0.868 1.601 0.460
N 1.173 0.355 -0.243
I 3.187 -0.262 0.053
H -2.631 -3.352 0.092
H -3.128 -1.094 1.050
H -0.342 -3.868 -0.897
H -1.334 0.672 0.745
H 1.414 -2.140 -0.837
H 2.386 2.773 -0.779
H 1.840 3.524 0.637
H -0.478 3.213 0.028
H 0.058 2.113 -1.463
H 0.468 1.362 1.386
```

Its LUMO energy is -0.0077 Eh. The multiplicity is 1. The HOMO energy is -8.304 eV. For the relative energy (zero: lowest compared OMol25 entry of this formula, charge and spin), the calculation gives 151.8 kJ/mol. As for the HOMO-LUMO gap: 8.1 eV. Its structure (SMILES) is IN(c1ccccc1)C1CC1.

=====

(10)
# C9H10INO

2 unconnected molecules or ions with the total composition C9H10INO (ωB97M-V/def2-TZVPD, the OMol25 dataset).

Geometry as XYZ:
```
22
Properties=species:S:1:pos:R:3
C -0.880 1.033 -1.250
C -0.404 -0.254 -1.302
C 0.075 0.584 1.595
C 0.014 -0.655 1.145
C -0.641 2.023 -0.214
C -2.236 -1.505 0.134
C 0.484 1.808 0.780
C 0.047 -1.080 -0.263
C 0.494 -2.493 -0.521
N -1.427 3.020 -0.255
O -2.428 -2.610 0.440
I -3.452 0.194 -0.167
H -1.371 1.310 -2.296
H -0.380 -0.725 -2.257
H -0.235 0.845 2.686
H 0.216 -1.606 1.732
H 0.726 2.675 1.597
H 1.465 1.554 0.244
H -0.375 -3.099 -0.858
H 1.015 -2.968 0.339
H 1.123 -2.278 -1.365
H -1.204 3.738 0.321
```

Its LUMO energy (alpha / beta) is -0.0339 / -0.0330 Eh. The multiplicity is 1. The HOMO energy (alpha / beta) is -7.474 / -7.450 eV. For the relative energy (zero: lowest compared OMol25 entry of this formula, charge and spin), the calculation gives 57.8 kJ/mol. As for the HOMO-LUMO gap (alpha / beta): 6.6 / 6.6 eV.

=====

Taking the records one at a time from the top gives electronic energy values of -9487.0117, -13710.5366, -23710.7452, -27601.4371, -27597.0950, -287707.5358, -21182.1912, -95447.4215, -19082.8875, -21128.6098 eV.
Taking the records one at a time from the top gives largest force on an atom values of 4.0, 3.4, 4.2, 4.7, 4.0, 0.3, 5.1, 6.5, 3.7, 3.8 eV Å⁻¹.